No. 1
51
Properties=species:S:1:pos:R:3 method="wB97M-V/def2-TZVPD" energy_ha=-1238.3295 lumo_ev=0.67 homo_ev=-7.41 de_lowest_kj_mol=129.9 homo_lumo_gap_ev=8.084 smiles="Nc1ncc(CN2CCC[C@H](C(=O)Nc3ccc(-c4ccco4)cc3)C2)cn1"
N 2.8571 4.3218 -1.1131
C 2.9461 3.0836 -0.5915
N 1.9717 2.6976 0.2389
C 2.0387 1.4652 0.6998
C 3.0584 0.5802 0.3576
C 4.0337 1.1045 -0.4855
N 3.9909 2.3341 -0.9585
H 4.8938 0.5192 -0.7884
C 3.0769 -0.8329 0.8615
N 2.2980 -1.6994 -0.0138
C 1.9218 -2.9620 0.5983
C 0.7591 -3.5818 -0.1951
C -0.5673 -2.9443 0.2216
O -1.5140 -3.5987 0.6014
N -0.5338 -1.5926 0.0933
C -1.5499 -0.6624 0.3017
C -1.3029 0.6640 -0.0551
C -2.2644 1.6312 0.1344
C -3.5081 1.3030 0.6792
C -3.7523 -0.0280 1.0226
C -2.7909 -0.9994 0.8393
H -2.9908 -2.0237 1.1058
H -4.7071 -0.3053 1.4404
C -4.5140 2.3269 0.8750
C -5.7870 2.2695 1.3891
C -6.3015 3.5831 1.3326
C -5.3143 4.3476 0.7914
O -4.2347 3.6023 0.5123
H -5.2603 5.3938 0.5629
H -7.2702 3.9109 1.6505
H -6.2952 1.4044 1.7616
H -2.0591 2.6544 -0.1397
H -0.3487 0.9331 -0.4852
H 0.3781 -1.2125 -0.1645
C 0.9762 -3.3941 -1.7094
C 2.4534 -3.1697 -2.0048
C 2.9489 -1.9011 -1.3060
H 4.0438 -1.9619 -1.1887
H 2.7310 -1.0235 -1.9245
H 2.6148 -3.0710 -3.0789
H 3.0248 -4.0353 -1.6647
H 0.4114 -2.5305 -2.0667
H 0.6117 -4.2698 -2.2467
H 0.6943 -4.6452 0.0488
H 2.7681 -3.6657 0.6470
H 1.5946 -2.7744 1.6245
H 4.1209 -1.1824 0.9518
H 2.6175 -0.8595 1.8536
H 1.2481 1.1759 1.3819
H 3.6330 4.6809 -1.6383
H 2.1497 4.9397 -0.7596

***

No. 2
51
Properties=species:S:1:pos:R:3 method="wB97M-V/def2-TZVPD" energy_ha=-1561.2649 lumo_ev=0.32 homo_ev=-9.12 de_lowest_kj_mol=26.4 homo_lumo_gap_ev=9.447 smiles="O=C(CSc1nnc(-c2ccncc2)n1CCc1ccccc1)N1CCCC1"
O 1.1122 1.7291 0.2075
C 2.1633 1.1981 0.5375
N 3.2039 1.0814 -0.2867
C 4.4478 0.3755 -0.0449
C 4.9826 0.1098 -1.4495
H 4.5130 -0.7918 -1.8419
C 4.4943 1.3269 -2.2307
C 3.0929 1.5244 -1.6693
H 2.3653 0.8925 -2.1899
H 2.7397 2.5570 -1.7000
H 5.1179 2.1951 -2.0116
H 4.4850 1.1624 -3.3051
H 6.0639 -0.0062 -1.4663
H 5.1332 1.0148 0.5266
H 4.2777 -0.5528 0.5012
C 2.3307 0.6322 1.9374
H 3.3176 0.8238 2.3529
H 1.5603 1.0499 2.5855
S 2.1094 -1.1996 1.9243
C 1.3822 -1.3788 0.3410
N 2.0412 -1.5362 -0.7730
N 1.1516 -1.5910 -1.7611
C -0.0523 -1.4879 -1.2449
N 0.0358 -1.3587 0.1121
C -0.9841 -1.0674 1.0835
H -1.7052 -1.8886 1.1255
H -0.4905 -1.0038 2.0583
C -1.6938 0.2577 0.7716
C -2.6325 0.5949 1.8936
C -2.1997 1.3599 2.9684
C -3.0513 1.6371 4.0228
C -4.3466 1.1481 4.0151
C -4.7871 0.3853 2.9471
C -3.9334 0.1090 1.8939
H -4.2824 -0.4815 1.0579
H -5.7983 0.0058 2.9337
H -5.0126 1.3646 4.8372
H -2.7049 2.2372 4.8515
H -1.1924 1.7510 2.9693
H -0.9395 1.0386 0.6500
H -2.2455 0.1628 -0.1659
C -1.2611 -1.5151 -2.0534
C -1.2454 -0.8957 -3.3027
C -2.3944 -0.9353 -4.0739
N -3.5097 -1.5344 -3.6917
C -3.5167 -2.1395 -2.5173
C -2.4287 -2.1663 -1.6601
H -2.4895 -2.7022 -0.7260
H -4.4439 -2.6296 -2.2496
H -2.4287 -0.4625 -5.0464
H -0.3515 -0.4001 -3.6434

***

No. 3
50
Properties=species:S:1:pos:R:3 method="wB97M-V/def2-TZVPD" energy_ha=-1244.9464 lumo_ev=-0.84 homo_ev=-8.38 de_lowest_kj_mol=310.9 homo_lumo_gap_ev=7.536 smiles="CC/C=C/C=C/C1=C(C)C(=O)[C@]2(O1)C(=O)N[C@@](O)(Cc1ccccc1)[C@@H]2O"
O -3.5578 0.6574 1.7103
O -1.9107 2.2538 -1.0101
O -0.2454 0.2300 0.7040
O -4.4801 -0.6024 -0.5322
O -2.5376 -2.0870 0.9456
C -2.3407 0.7138 1.5424
C -2.0898 1.0579 -0.8737
C -0.1734 0.8768 1.9151
C -1.4040 1.1682 2.4814
C 1.1007 1.2405 2.4861
C 2.3193 1.0598 1.8151
C 3.5822 1.4301 2.4296
C 4.8170 1.1485 1.8590
C 0.0154 -2.7510 -4.6406
C -0.2934 -3.5794 -3.5729
C -0.7401 -1.6147 -4.8691
C -1.4163 -3.3269 -2.8185
C -1.8372 -1.3501 -4.0948
C -2.2180 -2.2025 -3.0684
N -2.9931 0.4365 -1.6922
C -1.7650 1.9187 3.7455
C 6.8052 2.5978 1.6022
C 6.0983 1.5664 2.5252
C -3.4491 -1.9148 -2.2352
C -1.6350 0.2024 0.3069
C -3.2668 -0.8642 -1.1565
C -2.1468 -1.2127 -0.1239
H -4.3389 0.0196 0.2111
H -3.3648 -1.7899 1.3650
H 1.1172 1.7204 3.4763
H 2.3792 0.6645 0.7926
H 3.6015 1.9472 3.3950
H 4.8033 0.5997 0.9111
H 0.8833 -2.9853 -5.2435
H 0.2905 -4.4550 -3.3952
H -0.4760 -0.9564 -5.6871
H -1.6871 -4.0063 -1.9982
H -2.4342 -0.4868 -4.3302
H -3.6923 1.0372 -2.1027
H -0.8738 2.3352 4.2316
H -2.3894 2.8135 3.5048
H -2.2924 1.3245 4.4896
H 7.0728 2.1160 0.6237
H 6.1312 3.4590 1.4032
H 7.6869 2.9909 2.0484
H 5.8870 2.0724 3.4869
H 6.7569 0.7136 2.7428
H -3.7141 -2.8723 -1.7361
H -4.2717 -1.5787 -2.9184
H -1.3127 -1.7358 -0.6512

***

No. 4
55
Properties=species:S:1:pos:R:3 method="wB97M-V/def2-TZVPD" energy_ha=-6663.5746 lumo_ev=-8.61 homo_ev=-13.65 de_lowest_kj_mol=184.0 homo_lumo_gap_ev=5.032 charge=+2
Tl -0.0978 -0.2036 -0.2877
C 4.6975 0.3453 -0.4533
As 2.8740 0.0816 0.2124
C 3.0978 -1.4453 1.4079
C 2.6819 1.5440 1.4952
C 3.4844 1.5398 2.6297
C 3.3469 2.5136 3.6068
C 2.3733 3.4923 3.4687
C 1.5601 3.5043 2.3471
C 1.7224 2.5536 1.3428
As 0.5986 2.6493 -0.2378
C -0.3054 4.3727 -0.1225
C 1.8859 3.0100 -1.6630
H 5.3664 0.4178 0.4028
H 4.7584 1.2589 -1.0402
H 4.9848 -0.5012 -1.0735
H 4.0045 -1.3437 2.0011
H 3.1667 -2.3574 0.8171
H 2.2335 -1.5147 2.0669
H 4.2402 0.7744 2.7569
H 3.9940 2.5060 4.4733
H 2.2510 4.2489 4.2318
H 0.7992 4.2685 2.2582
H -1.0139 4.3988 0.7018
H -0.8428 4.5378 -1.0543
H 0.4449 5.1520 0.0034
H 2.5739 3.7763 -1.3094
H 1.3419 3.3767 -2.5318
H 2.4405 2.1173 -1.9445
F -2.2820 0.4450 4.5110
C -3.4890 0.2005 3.9907
F -4.3086 1.1812 4.3977
F -3.9360 -0.9507 4.5231
C -3.5068 0.1097 2.4802
C -4.7596 0.1431 1.8853
C -4.8864 0.0682 0.5080
C -3.7253 -0.0331 -0.2295
N -2.5222 -0.0870 0.3356
C -2.3655 -0.0275 1.6734
S -0.7498 -0.1342 2.2918
H -5.6337 0.2329 2.5177
H -5.8523 0.0806 0.0264
H -3.7443 -0.0871 -1.3111
S -0.4187 -2.8731 0.5713
C -0.2208 -4.5224 0.1302
N -0.6220 -5.4518 1.0277
C -0.4780 -6.7844 0.8501
C 0.0834 -7.2620 -0.2965
C 0.4859 -6.3410 -1.2738
C 0.3362 -4.9887 -1.0671
H -1.0410 -5.1121 1.8848
H -0.8304 -7.4201 1.6489
H 0.2120 -8.3229 -0.4460
H 0.9215 -6.6954 -2.1987
H 0.6414 -4.2715 -1.8136

***

No. 5
58
Properties=species:S:1:pos:R:3 method="wB97M-V/def2-TZVPD" energy_ha=-1581.1772 lumo_ev="-6.37 / -7.93" homo_ev="-14.21 / -14.21" de_lowest_kj_mol=5.1 multiplicity=2 homo_lumo_gap_ev="7.836 / 6.282" s_squared=0.75 charge=+2
Pt 0.2464 -0.2827 -1.3103
C -3.6523 -0.6279 0.0555
C -2.6756 -0.9145 -0.8784
N -1.6445 -0.0762 -0.7107
N -1.9180 0.7382 0.3450
C -3.1301 0.4111 0.8087
B -0.8865 1.8858 0.6722
N -0.4365 2.4566 -0.7240
C -0.6494 3.6722 -1.2405
C -0.2135 3.6851 -2.5554
C 0.2565 2.4041 -2.7871
N 0.1379 1.6807 -1.6652
N 0.3350 1.1821 1.3272
C 1.0032 1.4151 2.4680
C 2.0933 0.5666 2.5234
C 2.0407 -0.1675 1.3436
N 0.9755 0.2140 0.6411
N -1.3900 3.0169 1.5004
C -2.5971 3.4002 2.0128
C -2.4179 4.5799 2.6760
C -1.0467 4.8680 2.5186
N -0.4315 3.9406 1.8153
H -4.6135 -1.0972 0.1670
H -2.6625 -1.6508 -1.6651
H -3.5560 0.9174 1.6552
H -1.0714 4.4565 -0.6355
H -0.2398 4.5088 -3.2461
H 0.6535 1.9854 -3.6993
H 0.6593 2.1633 3.1606
H 2.8272 0.4975 3.3064
H 2.6970 -0.9409 0.9788
H -3.5061 2.8527 1.8487
H -3.1652 5.1630 3.1845
H -0.4919 5.7169 2.8857
N 0.5548 -4.4536 -1.1788
C 0.7231 -3.2461 -1.7169
N 0.2514 -2.2911 -0.9321
C -0.2415 -2.9289 0.2178
C -0.7947 -2.4216 1.3937
C -1.1859 -3.3366 2.3456
C -1.0251 -4.7213 2.1571
C -0.4481 -5.2303 1.0157
C -0.0561 -4.2996 0.0578
H 0.8388 -5.3229 -1.6042
H 1.1517 -3.0942 -2.6924
H -0.8834 -1.3598 1.5728
H -1.6224 -2.9835 3.2699
H -1.3487 -5.3992 2.9346
H -0.3005 -6.2922 0.8764
C 4.4791 -0.3439 -2.9009
C 3.2649 -1.1539 -2.5299
O 2.1363 -0.2500 -2.2681
H 5.3301 -1.0132 -3.0258
H 4.7244 0.3774 -2.1222
H 4.3353 0.1786 -3.8488
H 3.4120 -1.7091 -1.6056
H 2.9766 -1.8350 -3.3304
H 2.1982 0.5089 -2.8623

***

No. 6
57
Properties=species:S:1:pos:R:3 method="wB97M-V/def2-TZVPD" energy_ha=-5553.6094 lumo_ev="0.33 / 0.31" homo_ev="-7.80 / -7.41" de_lowest_kj_mol=36.4 multiplicity=2 homo_lumo_gap_ev="8.134 / 7.724" s_squared=1.10
Mn -0.1162 1.1197 0.3714
O -1.7969 -2.5644 -1.0707
C -0.7978 -1.6822 -1.0953
O -0.9287 -0.5758 -0.6237
C 0.3960 -2.2434 -1.8395
O 1.4799 -1.3749 -1.9151
C 2.3920 -1.4739 -0.8154
C 1.6352 -1.1448 0.4718
O 1.5642 0.0997 0.7694
O 1.0798 -2.0687 1.0669
H -2.5369 -2.1579 -0.5949
H 0.0492 -2.4425 -2.8571
H 0.6472 -3.2000 -1.3711
H 3.1745 -0.7476 -1.0175
H 2.7995 -2.4879 -0.7646
C 0.1518 6.7758 -1.6214
C 1.1737 6.5278 -0.5201
N 0.7331 5.5558 0.4832
C 0.2579 6.0714 1.7627
C -1.2386 6.3546 1.7799
C 0.7380 4.2377 0.1908
S 0.1498 3.1478 1.3929
N 1.2453 3.9422 -1.0086
C 1.1194 2.7985 -1.6635
O 0.4337 1.7828 -1.3664
C 1.8475 2.7364 -2.9711
C 1.9804 1.5090 -3.6133
C 2.6590 1.4269 -4.8199
C 3.1983 2.5687 -5.3963
C 3.0641 3.7953 -4.7591
C 2.3957 3.8782 -3.5481
H 0.5353 7.5180 -2.3238
H -0.7882 7.1487 -1.2140
H -0.0461 5.8554 -2.1690
H 1.3817 7.4552 0.0139
H 2.1075 6.1727 -0.9529
H 0.8184 6.9847 1.9670
H 0.5128 5.3550 2.5408
H -1.5045 7.1208 1.0509
H -1.5428 6.7065 2.7668
H -1.7954 5.4459 1.5522
H 1.5631 0.6264 -3.1485
H 2.7694 0.4679 -5.3102
H 3.7248 2.5036 -6.3402
H 3.4826 4.6877 -5.2067
H 2.2889 4.8247 -3.0368
Br -3.2445 1.4163 0.9016
C -2.2978 0.5931 2.3201
C -2.9674 0.1969 3.4614
C -2.2164 -0.3951 4.4641
C -0.8534 -0.5626 4.2820
C -0.2769 -0.1354 3.1005
N -0.9975 0.4400 2.1276
H -4.0314 0.3540 3.5534
H -2.6966 -0.7193 5.3780
H -0.2361 -1.0228 5.0395
H 0.7740 -0.2461 2.8806

***

No. 7
49
Properties=species:S:1:pos:R:3 method="wB97M-V/def2-TZVPD" energy_ha=-1403.4182 lumo_ev=-6.55 homo_ev=-11.13 homo_lumo_gap_ev=4.586 charge=+1
F -4.7787 0.9240 3.3191
C -4.4138 1.3508 2.0858
C -4.5309 2.6843 1.7453
C -4.1661 3.1201 0.4835
F -4.2934 4.4288 0.1603
C -3.6748 2.2199 -0.4330
C -3.5286 0.8513 -0.1274
C -2.9982 0.0012 -1.1308
C -2.6529 -1.3736 -1.1343
C -2.0806 -1.9065 -2.3084
C -1.7146 -3.2252 -2.3899
C -1.9036 -4.0688 -1.3149
C -2.4589 -3.5862 -0.1436
F -2.6540 -4.4115 0.9119
C -2.8198 -2.2651 -0.0567
C -3.9257 0.4554 1.1652
H -4.9157 3.3834 2.4635
H -3.3981 2.5904 -1.4027
H -2.8071 0.5072 -2.0634
H -1.9241 -1.2591 -3.1531
H -1.2755 -3.6091 -3.2959
H -1.6275 -5.1064 -1.3635
H -3.2340 -1.9608 0.8764
H -3.8978 -0.5604 1.4827
C 4.3921 -1.2236 -1.4032
Si 4.0881 0.0526 -0.0704
C 4.2617 -0.7511 1.6058
C 5.3596 1.4133 -0.2423
C 2.3511 0.7872 -0.2575
C 2.0432 1.9316 0.7274
C 0.5431 1.7390 1.0490
C 0.2295 0.3298 0.6331
C 1.2239 -0.1926 -0.0803
H 4.3113 -0.7658 -2.3859
H 5.3899 -1.6400 -1.2908
H 3.6644 -2.0271 -1.3262
H 4.1031 -0.0164 2.3907
H 3.5265 -1.5448 1.7081
H 5.2581 -1.1725 1.7114
H 5.2002 2.1735 0.5180
H 6.3593 1.0028 -0.1256
H 5.2816 1.8746 -1.2236
H 2.3390 1.1644 -1.2893
H 2.6633 1.8232 1.6261
H 2.2677 2.9186 0.3065
H 0.3072 1.9115 2.1074
H -0.0689 2.4403 0.4658
H -0.6623 -0.2065 0.9140
H 1.2414 -1.2058 -0.4440

***

No. 8
48
Properties=species:S:1:pos:R:3 method="wB97M-V/def2-TZVPD" energy_ha=-999.4195 lumo_ev=0.80 homo_ev=-7.90 de_lowest_kj_mol=12.5 homo_lumo_gap_ev=8.701 smiles="CCn1cc(CCC(=O)NCCc2ccccc2)c2ccccc21"
C 2.8970 -3.5352 1.6330
H 3.2454 -3.6862 0.6140
H 3.7534 -3.5423 2.3018
H 2.2393 -4.3601 1.8972
C 2.1510 -2.2060 1.7459
N 1.0133 -2.1603 0.8682
C 1.0301 -1.8445 -0.4598
C 2.0738 -1.4270 -1.2782
C 1.7841 -1.1393 -2.5940
C 0.4864 -1.2674 -3.0978
C -0.5524 -1.6825 -2.2964
C -0.2926 -1.9751 -0.9565
C -1.1028 -2.3932 0.1410
C -0.2657 -2.4956 1.2146
H -0.4965 -2.7702 2.2263
C -2.5869 -2.5853 0.1338
H -2.9709 -2.3701 -0.8657
H -2.8368 -3.6272 0.3541
C -3.2689 -1.6869 1.1778
C -2.6466 -0.3017 1.2953
O -2.4110 0.2112 2.3700
N -2.4354 0.3336 0.1192
H -2.4909 -0.1955 -0.7355
C -1.7298 1.5917 0.0572
H -2.1077 2.1676 -0.7918
H -1.9502 2.1293 0.9821
C -0.2105 1.3949 -0.0727
C 0.4927 2.7183 -0.1269
C 0.6747 3.4638 1.0319
C 1.2938 4.6995 0.9842
C 1.7395 5.2071 -0.2248
C 1.5642 4.4712 -1.3839
C 0.9429 3.2354 -1.3341
H 0.8110 2.6611 -2.2405
H 1.9125 4.8607 -2.3296
H 2.2239 6.1718 -0.2628
H 1.4305 5.2688 1.8922
H 0.3296 3.0672 1.9759
H 0.0030 0.8189 -0.9747
H 0.1294 0.8215 0.7923
H -3.2002 -2.1410 2.1669
H -4.3286 -1.5686 0.9387
H -1.5499 -1.7828 -2.7019
H 0.3023 -1.0347 -4.1367
H 2.5734 -0.8092 -3.2530
H 3.0800 -1.3254 -0.8998
H 1.7986 -2.0614 2.7709
H 2.8211 -1.3787 1.4937

***

No. 9
51
Properties=species:S:1:pos:R:3 method="wB97M-V/def2-TZVPD" energy_ha=-1224.5063 lumo_ev=0.14 homo_ev=-8.31 de_lowest_kj_mol=1816.5 homo_lumo_gap_ev=8.452 smiles="CCCCCOc1ccc(N2C(=O)C[C@H](N(O)c3ccccc3)C2=O)cc1"
C -8.0525 -2.7395 1.2852
C -7.8295 -1.4402 0.4263
C -6.3835 -1.0661 -0.0206
C -6.3558 0.1168 -0.8004
C -4.9373 0.2557 -1.3106
O -4.2945 0.5988 0.0827
C -2.9904 0.7454 0.1304
C -2.2735 1.0963 1.0629
C -0.9438 1.2954 1.1410
C -0.1093 1.2102 0.0516
C -0.8388 1.2574 -1.1374
C -2.2544 0.9706 -1.3104
H -2.5949 0.5485 -2.2820
H -0.1860 1.1426 -2.0326
N 1.2522 1.4116 -0.0154
C 1.9958 0.7161 1.1283
O 1.7442 -0.2254 1.8681
C 3.4733 1.1470 0.8494
N 4.5582 0.2089 0.6485
C 4.1617 -1.0134 0.1000
C 3.1868 -1.1238 -1.1191
C 2.9388 -2.1881 -1.5981
C 3.8161 -3.2918 -1.4377
C 4.7175 -3.3014 -0.3231
C 4.9645 -2.0243 -0.0095
H 5.8076 -2.1326 0.9901
H 5.4010 -4.4012 -0.2839
H 3.7100 -4.1496 -2.0938
H 2.2250 -2.3446 -2.4166
H 2.6447 -0.3124 -1.1936
O 5.0643 -0.0028 1.9086
H 4.4070 -0.6385 2.4002
C 3.4775 2.1203 -0.4566
C 1.9460 2.1078 -0.7948
O 1.4356 2.8624 -1.6107
H 3.9372 3.2654 -0.2964
H 3.9746 1.6226 -1.4992
H 3.8164 1.8153 1.9034
H -0.4177 1.4668 2.2004
H -2.9606 1.2055 2.1810
H -4.4578 -0.5114 -1.5213
H -5.0486 1.3802 -1.5825
H -7.1084 0.0603 -1.6550
H -6.8255 0.8362 -0.1376
H -6.2903 -1.9226 -0.6842
H -5.7503 -1.1669 0.8790
H -8.5367 -1.5807 -0.4149
H -8.2064 -0.7548 1.0924
H -7.7467 -3.4834 0.4833
H -9.2654 -2.8511 1.5462
H -7.4621 -2.6626 2.0491

***

Maximum force / eV/Å: 1.17; 1.11; 3.74; 1.73; 0.57; 0.12; 1.30; 0.54; 15.00